Molecular formula: C40H63FFeN2O2
Method: DFT, ωB97M-V with the def2-TZVPD basis set

Atoms and positions in Å:
1 Fe 1.72383 -0.20913 -0.13628
2 C 4.78288 0.54294 0.47069
3 N 3.62143 0.68238 1.34184
4 C 3.77842 -0.10349 2.56791
5 C 3.42392 2.08833 1.66856
6 C 2.07616 2.38009 2.28749
7 N 0.95250 2.20042 1.38162
8 C -0.29747 2.16120 2.12149
9 C -1.02935 0.83670 2.17623
10 C -2.36301 0.91958 2.53452
11 C -3.18254 -0.19735 2.60671
12 C -2.57998 -1.41544 2.33038
13 C -1.22795 -1.57120 2.02919
14 C -0.41211 -0.41254 1.92446
15 O 0.87757 -0.48693 1.62844
16 C -0.74584 -3.01195 1.76117
17 C -1.33993 -3.97584 2.80714
18 C -1.23216 -3.43036 0.36405
19 C 0.77411 -3.21175 1.81319
20 C -4.64888 -0.05687 3.01022
21 C -5.41447 -1.37575 2.87893
22 C -4.71838 0.39667 4.47660
23 C -5.35130 0.98287 2.12524
24 C 0.92241 3.20374 0.32078
25 C 0.10958 2.76747 -0.85927
26 C -1.17118 3.23331 -1.08356
27 C -1.89572 2.84090 -2.20244
28 C -1.21925 2.07394 -3.14706
29 C 0.08786 1.62135 -2.98621
30 C 0.73354 1.87866 -1.75340
31 O 1.90800 1.35188 -1.42923
32 C 0.83561 0.94066 -4.14281
33 C -0.02445 0.84898 -5.40678
34 C 1.29614 -0.48354 -3.80317
35 C 2.06724 1.80303 -4.47020
36 C -3.35675 3.26062 -2.35389
37 C -4.01526 2.64386 -3.58950
38 C -3.45381 4.78862 -2.46814
39 C -4.14037 2.78792 -1.11865
40 H 5.68976 0.95174 0.94387
41 H 4.59603 1.07372 -0.46327
42 H 4.94016 -0.50860 0.24107
43 H 4.62044 0.27325 3.17265
44 H 3.95621 -1.14191 2.30826
45 H 2.86312 -0.06435 3.15482
46 H 3.54946 2.67126 0.75785
47 H 4.20591 2.41954 2.37406
48 H 2.09068 3.40969 2.69178
49 H 1.93101 1.69960 3.12804
50 H -0.98945 2.88609 1.68533
51 H -0.11432 2.49854 3.15240
52 H -2.76896 1.90540 2.75172
53 H -3.19926 -2.30007 2.33508
54 H -2.42514 -4.05321 2.74061
55 H -1.08143 -3.65463 3.81934
56 H -0.93388 -4.97788 2.64803
57 H -2.32073 -3.36132 0.29154
58 H -0.93276 -4.46242 0.15175
59 H -0.79217 -2.77627 -0.39034
60 H 1.20292 -2.81027 2.73341
61 H 1.27488 -2.73936 0.97543
62 H 0.98637 -4.28530 1.76863
63 H -5.02269 -2.13453 3.55931
64 H -5.35936 -1.76076 1.85860
65 H -6.46689 -1.21464 3.12478
66 H -4.20218 -0.32127 5.11705
67 H -5.75705 0.47909 4.81228
68 H -4.23775 1.36823 4.60424
69 H -5.27772 0.69857 1.07389
70 H -4.90588 1.97239 2.23559
71 H -6.40938 1.05613 2.39334
72 H 1.94106 3.33663 -0.03334
73 H 0.55928 4.17783 0.69487
74 H -1.60922 3.91645 -0.36027
75 H -1.73995 1.81409 -4.05635
76 H -0.89372 0.20720 -5.24567
77 H 0.57179 0.40958 -6.20989
78 H -0.36578 1.83175 -5.74091
79 H 0.45090 -1.10148 -3.50083
80 H 2.00976 -0.48461 -2.98544
81 H 1.76891 -0.93395 -4.68277
82 H 1.76314 2.82335 -4.71901
83 H 2.61276 1.38639 -5.32283
84 H 2.73543 1.83733 -3.61018
85 H -3.52789 2.97049 -4.51054
86 H -5.06211 2.95385 -3.63748
87 H -3.98246 1.55355 -3.54515
88 H -2.91742 5.13481 -3.35429
89 H -3.01595 5.27507 -1.59509
90 H -4.49784 5.10671 -2.54957
91 H -4.02124 1.71041 -0.98956
92 H -5.20523 3.01630 -1.22682
93 H -3.77877 3.26849 -0.20814
94 C 3.77845 -5.18381 -0.31657
95 C 4.62458 -3.93237 -0.58899
96 C 5.24209 -4.02032 -1.99153
97 C 5.74036 -3.82353 0.45767
98 C 3.75746 -2.74557 -0.51682
99 C 3.04127 -1.76601 -0.46527
100 H 4.40403 -6.08092 -0.32452
101 H 3.00464 -5.28633 -1.07807
102 H 3.28490 -5.10476 0.65295
103 H 5.89484 -4.89431 -2.07016
104 H 5.82644 -3.12426 -2.20550
105 H 4.45671 -4.09748 -2.74387
106 H 6.38259 -4.70767 0.41943
107 H 5.31965 -3.74237 1.46129
108 H 6.35450 -2.94026 0.27261
109 F 0.23104 -0.85071 -1.00081

Summary:
net charge = -1
2S+1 = 6
HOMO level (alpha / beta) = -4.6 / -4.7 eV
HOMO-LUMO gap (alpha / beta) = 7.27 / 7.31 eV

Atomic partial charges in e from the Mulliken method, atoms 1 to 8: 2.55, -1.07, 0.93, -1.01, -1.50, -1.36, 1.72, -2.00



Molecular formula: C40H64CsN8O2P
Method: DFT, ωB97M-V with the def2-TZVPD basis set

Atoms and positions in Å:
1 Cs 0.16317 -1.83919 -0.75029
2 C 1.53001 5.39138 -2.88283
3 C 2.84677 4.67930 -2.58954
4 C 3.64816 5.54331 -1.60532
5 C 3.63586 4.55392 -3.90026
6 C 2.62211 3.29413 -1.99370
7 C 1.41276 2.75947 -1.75260
8 C 1.27901 1.40165 -1.26807
9 N 0.12055 0.79059 -1.01272
10 C -1.06202 1.37053 -0.76792
11 C -1.22388 2.73807 -0.33265
12 C -2.44166 3.23854 -0.05405
13 C -3.58072 2.36879 -0.26034
14 C -3.54299 1.06292 -0.61774
15 C -2.21743 0.46007 -0.81173
16 O -2.04973 -0.76085 -1.01928
17 C -4.86910 0.28710 -0.74185
18 C -5.52831 0.21837 0.64148
19 C -5.79080 1.04367 -1.70869
20 C -4.76693 -1.15166 -1.27293
21 C -2.67230 4.63793 0.50603
22 C -3.37303 4.54053 1.86783
23 C -1.36194 5.39703 0.69975
24 C -3.55179 5.43566 -0.46532
25 C 2.46803 0.53889 -1.12664
26 O 2.33400 -0.66649 -0.82962
27 C 3.77955 1.18620 -1.29075
28 C 3.78249 2.47762 -1.69321
29 C 5.13541 0.48489 -1.07061
30 C 5.94483 1.28567 -0.04149
31 C 5.07364 -0.96037 -0.55534
32 C 5.89452 0.46065 -2.40378
33 H 1.74172 6.37293 -3.31426
34 H 0.94117 5.55138 -1.97465
35 H 0.90882 4.84209 -3.59513
36 H 3.80223 6.54178 -2.02507
37 H 4.63485 5.12222 -1.39585
38 H 3.11862 5.64996 -0.65524
39 H 3.80669 5.54567 -4.32954
40 H 3.09228 3.95297 -4.63389
41 H 4.61363 4.08966 -3.75002
42 H 0.51214 3.29860 -2.00971
43 H -0.33445 3.31724 -0.13772
44 H -4.56157 2.80176 -0.07275
45 H -5.72947 1.21126 1.05354
46 H -4.88870 -0.31482 1.35101
47 H -6.47826 -0.32064 0.57206
48 H -6.00878 2.06110 -1.37557
49 H -6.74214 0.51155 -1.79896
50 H -5.34319 1.10754 -2.70386
51 H -4.21237 -1.81184 -0.61068
52 H -4.29445 -1.21040 -2.25376
53 H -5.79210 -1.52676 -1.36259
54 H -2.76195 3.98024 2.58096
55 H -4.34673 4.04848 1.79879
56 H -3.54178 5.53952 2.28091
57 H -0.69381 4.89649 1.40578
58 H -1.57563 6.39189 1.09793
59 H -0.82103 5.52738 -0.24225
60 H -4.53137 4.97296 -0.61263
61 H -3.07006 5.51981 -1.44310
62 H -3.71900 6.44470 -0.07625
63 H 4.75318 2.94667 -1.83739
64 H 5.42509 1.31570 0.91984
65 H 6.12278 2.31706 -0.35610
66 H 6.91766 0.80990 0.11357
67 H 4.55831 -1.04594 0.40102
68 H 6.10866 -1.29279 -0.42245
69 H 4.57910 -1.63735 -1.24750
70 H 6.08281 1.46271 -2.79880
71 H 5.33539 -0.09568 -3.16070
72 H 6.86111 -0.03385 -2.26760
73 C 1.63321 -5.66640 -0.87716
74 N 1.73526 -7.12991 -0.88866
75 C 1.10689 -7.63164 0.34209
76 N -0.29921 -7.22154 0.47102
77 C -0.34030 -5.75506 0.44235
78 N 0.24257 -5.20392 -0.78650
79 C -0.49775 -5.74871 -1.93031
80 N -0.45903 -7.21509 -1.97297
81 C 0.95165 -7.62580 -2.02906
82 C -1.02265 -7.71487 -0.71006
83 H 2.07640 -5.26508 -1.79069
84 H 2.18739 -5.27050 -0.02391
85 H 1.66454 -7.25673 1.20154
86 H 1.15893 -8.72113 0.34644
87 H 0.21230 -5.35546 1.29459
88 H -1.37742 -5.42025 0.51654
89 H -0.06388 -5.35004 -2.84923
90 H -1.53517 -5.41542 -1.86719
91 H 1.39354 -7.24831 -2.95228
92 H 1.00153 -8.71522 -2.04415
93 H -0.98746 -8.80499 -0.71516
94 H -2.06612 -7.40419 -0.64080
95 C 0.10643 -0.15106 5.10634
96 N -0.24731 0.34545 3.77357
97 C -1.68778 0.17604 3.58319
98 N -2.17375 -1.18732 3.79712
99 C -1.74773 -1.62709 5.12895
100 N -0.30576 -1.53147 5.37887
101 C 0.43959 -2.47984 4.52746
102 P 0.20303 -2.21485 2.71494
103 C 0.50429 -0.37759 2.73791
104 C -1.65099 -2.09426 2.76402
105 H -0.37825 0.49126 5.84304
106 H 1.18561 -0.06661 5.24026
107 H -1.95360 0.49605 2.57368
108 H -2.19857 0.83012 4.29121
109 H -2.06954 -2.65812 5.28122
110 H -2.25303 -1.00177 5.86631
111 H 0.14268 -3.50179 4.77206
112 H 1.50596 -2.41413 4.75247
113 H 0.25767 0.04553 1.75834
114 H 1.57439 -0.20311 2.86825
115 H -2.06279 -3.09491 2.91416
116 H -2.01342 -1.76975 1.78298

Summary:
2S+1 = 1
HOMO level (alpha / beta) = -6.7 / -6.7 eV
HOMO-LUMO gap (alpha / beta) = 5.66 / 5.66 eV

Atomic partial charges in e from the Mulliken method, atoms 1 to 8: 1.73, -2.01, 2.14, -1.70, -1.69, -1.23, 0.21, -2.25